(1)
54
Properties=species:S:1:pos:R:3:forces:R:3:lowdin_charge:R:1 method="wB97M-V/def2-TZVPD" e_tot_ha=-1136.06411 mol_weight_g_mol=368.500 charge=+1 de_lowest_kj_mol=0.0 orbital_gap_ev=5.26
C -3.166175 0.079036 -3.389339 0.446 -0.610 1.712 -0.32
C 2.059028 0.700059 -1.303219 -0.423 -0.231 -0.179 0.01
H -3.905789 1.974984 -3.982660 0.380 -0.463 0.516 0.18
C -3.460631 -0.616173 -4.647739 0.018 -0.410 -0.677 -0.04
N -3.465166 1.402428 -3.255465 -0.262 0.608 -0.055 0.11
C 0.556272 -2.604117 6.006492 0.312 0.105 -0.507 -0.01
H -0.579651 2.679824 -2.177119 0.178 -0.308 -0.185 0.11
H -3.474529 3.390558 -0.576124 -0.072 0.099 -0.101 0.09
H 4.336645 1.649132 -4.464286 -0.094 0.124 -0.058 0.08
C 1.282190 2.546863 -3.249192 -0.268 0.072 0.456 -0.01
C -0.249604 0.843166 -0.282575 1.220 0.795 1.311 0.07
C -0.182533 -0.249928 0.645700 -0.582 -0.437 -0.197 -0.19
H -0.871108 1.688193 0.043969 0.119 -0.618 -0.377 0.13
H -3.385505 -1.696929 -4.496300 -0.041 0.193 -0.157 0.09
H 4.383460 -2.899874 5.343265 -0.323 0.052 0.119 0.11
H -4.489289 3.507268 -2.034853 0.193 0.197 0.232 0.09
C 1.466291 -2.300815 7.016445 0.165 -0.158 0.052 -0.07
H 1.001400 3.317364 -3.967870 0.056 -0.238 0.145 0.13
H 3.554047 -2.176515 7.588996 -0.295 -0.076 -0.332 0.11
H 3.916547 0.583709 -2.379056 -0.201 0.198 0.116 0.12
C 0.392516 2.187799 -2.251619 0.051 -0.094 0.359 0.02
C 2.419908 -3.065741 4.483879 -0.444 0.147 0.287 -0.01
C 0.720389 1.195029 -1.273688 0.532 0.340 -0.796 -0.18
H -2.575751 0.734839 -0.199698 -0.242 0.010 -0.307 0.08
C 0.836349 -2.278570 1.554549 0.004 0.024 -0.096 0.03
C 1.051435 -2.937316 4.740743 0.249 0.403 0.267 -0.25
C -3.491407 3.246322 -1.657671 -0.294 0.730 0.291 -0.04
H 1.205127 -1.560435 -0.428196 -0.214 0.077 0.288 0.12
C 3.496025 2.346203 -4.420474 0.214 -0.084 -0.159 -0.03
O 0.107226 -3.127524 3.719338 -0.163 0.709 -1.241 0.01
H 2.982889 2.341587 -5.389183 0.085 -0.013 0.190 0.09
H 2.413930 0.101685 -0.463188 -0.034 0.099 -0.415 0.11
C 0.025298 -2.175536 2.693245 0.196 -0.511 0.974 -0.19
H -4.480555 -0.378051 -4.990770 0.319 -0.167 0.051 0.09
C -2.694032 -0.363152 -2.143798 -0.039 0.310 -1.535 -0.03
H -2.753725 -0.322279 -5.438623 -0.228 -0.157 0.112 0.09
H -1.538248 -1.082682 3.712827 0.218 -0.080 -0.411 0.14
H -1.665413 0.659880 1.954735 0.107 -0.227 -0.095 0.13
H 1.625178 -3.039581 1.539490 -0.621 0.164 -0.257 0.13
H 1.091086 -1.989077 7.992060 0.154 -0.140 -0.244 0.11
C -2.679738 0.762310 -1.275084 -1.184 0.646 -0.296 -0.09
H 3.907565 3.354069 -4.281099 -0.149 -0.159 0.083 0.10
C 2.844361 -2.398297 6.786660 -0.114 -0.107 -0.265 -0.08
C -3.223069 1.846585 -1.991147 0.886 -1.197 0.062 -0.33
C 2.922667 1.029730 -2.341807 -0.141 0.139 0.367 -0.01
H -2.320828 -1.358741 -1.931688 -0.249 0.137 -0.021 0.11
C 2.556922 1.965720 -3.318471 -0.246 -0.229 -0.014 -0.24
C 0.649660 -1.394820 0.495357 0.399 0.081 0.313 0.01
C -1.002865 -0.195383 1.811574 0.194 0.156 0.097 0.01
H -2.768859 3.944852 -2.109040 -0.163 -0.178 0.099 0.08
C 3.312199 -2.798348 5.527711 -0.087 0.024 0.033 -0.07
C -0.927429 -1.151610 2.807776 0.139 0.122 0.001 0.04
H 2.759240 -3.363148 3.487144 -0.036 0.107 0.472 0.11
H -0.523950 -2.554552 6.159086 0.376 0.021 -0.026 0.12


(2)
20
Properties=species:S:1:pos:R:3:forces:R:3:lowdin_charge:R:1 method="wB97M-V/def2-TZVPD" e_tot_ha=-328.29308 mol_weight_g_mol=103.165 charge=0 de_lowest_kj_mol=67.6 smiles="CC(N)=O.CCC" orbital_gap_ev=10.81
H 1.458201 3.832932 0.465579 -0.159 -0.102 -0.126 0.06
H 3.005049 3.036650 0.699668 0.002 0.087 0.089 0.07
H 1.821340 -0.402515 1.119281 0.471 -0.329 0.043 0.06
H 3.262465 0.663392 0.801544 0.422 -0.507 0.043 0.06
H 0.454349 -1.088208 -0.853488 0.534 -0.471 0.349 0.05
C 1.947640 3.004889 0.972689 0.390 -0.215 0.482 -0.12
N -2.346752 -1.900345 0.313071 0.876 0.543 -0.631 0.14
H -2.173398 -2.858205 0.532225 -0.003 -0.064 0.439 0.08
C -1.594929 -1.247812 -0.652788 -0.809 -1.616 1.184 -0.59
H -0.092253 -2.834208 -0.372686 0.393 0.290 0.638 0.07
C -0.253323 -1.907898 -0.904665 -1.109 0.480 -1.872 0.00
H 0.784564 1.701633 -0.283792 0.254 0.235 0.050 0.09
C 1.351525 1.645996 0.658286 -1.342 -0.904 -1.109 -0.31
H 1.844068 3.189044 2.044033 0.334 0.158 -0.014 0.07
H -3.083501 -1.367894 0.715404 -0.736 -0.155 0.117 0.09
O -2.038016 -0.274079 -1.202323 0.538 0.769 -0.302 0.05
C 2.265374 0.372666 0.504718 -1.126 1.803 0.220 -0.10
H 2.196755 0.109108 -0.545032 0.571 -0.360 -0.004 0.05
H -0.307169 -2.209026 -1.960807 0.253 0.181 0.052 0.09
H 0.532085 1.402466 1.340416 0.247 0.176 0.352 0.09


(3)
14
Properties=species:S:1:pos:R:3:forces:R:3:lowdin_charge:R:1 method="wB97M-V/def2-TZVPD" e_tot_ha=-4362.00452 mol_weight_g_mol=256.430 charge=0 de_lowest_kj_mol=366.9 orbital_gap_ev="7.87 / 7.05"
H -2.592911 0.080221 1.043029 0.048 -0.804 0.349 0.07
Cl 2.438599 1.362455 -2.117716 0.129 0.566 1.182 0.14
H 0.179923 -0.524243 -1.654571 -0.267 -0.495 0.709 0.01
H -0.937919 0.367652 1.582908 0.594 -0.109 1.237 0.04
H -1.501199 0.968328 0.140967 0.334 -1.336 -0.248 0.06
C -1.040896 -1.279831 0.132427 -0.152 -1.115 0.984 -0.35
Si 1.913538 1.678621 -0.067099 -0.460 -2.258 -1.092 -0.54
H -0.790049 -2.145087 0.819796 -0.491 1.334 -0.077 0.12
Cl 0.558875 3.170807 0.022975 0.108 0.850 0.136 0.25
Cl 3.419640 1.523835 1.318228 0.070 0.585 -0.330 0.22
C -1.536819 0.033530 0.777248 -0.115 1.500 -1.178 -0.12
C 0.104863 -1.176264 -0.765422 2.383 0.570 -1.375 -0.53
Br 1.689364 -2.411465 -0.831487 -1.862 1.073 0.342 0.52
H -1.905010 -1.648559 -0.401283 -0.320 -0.360 -0.639 0.10


(4)
17
Properties=species:S:1:pos:R:3:forces:R:3:lowdin_charge:R:1 method="wB97M-V/def2-TZVPD" e_tot_ha=-346.96185 mol_weight_g_mol=102.133 charge=0 de_lowest_kj_mol=166.9 smiles="C=CCC.O=CO" orbital_gap_ev=11.09
H 0.688469 1.226857 -1.435950 -0.158 -0.118 0.044 0.11
O -4.233892 -1.546660 0.361111 -0.217 0.295 0.152 0.07
H -0.652647 -1.280972 1.551153 0.323 -0.244 -0.088 0.07
C -3.214113 -0.957935 0.153081 -0.657 -0.929 -0.394 -0.43
H 3.165951 1.544029 -1.167858 -0.011 0.042 0.022 0.07
C -0.121605 -0.413224 1.182747 0.236 0.449 0.141 -0.04
H 0.998565 1.715716 0.202058 0.321 -0.008 0.051 0.11
H -1.968526 0.356262 0.632425 -0.369 0.176 -0.259 0.05
H 3.148034 0.231376 0.040084 0.136 0.164 -0.072 0.08
C 1.171929 0.902979 -0.507530 0.012 0.056 -0.355 -0.27
H 0.663383 -1.255679 -0.544805 -0.321 0.177 -0.299 0.11
O -2.942894 0.249802 0.639145 0.508 0.142 0.268 0.07
H 2.719362 -0.105646 -1.623981 0.025 0.026 -0.090 0.07
C 0.508448 -0.331803 0.012334 0.105 -0.438 0.398 -0.19
C 2.648037 0.646502 -0.838672 -0.202 -0.198 0.469 -0.11
H -0.104610 0.440347 1.857972 -0.223 0.059 -0.098 0.08
H -2.473892 -1.421952 -0.513314 0.491 0.350 0.110 0.13


(5)
14
Properties=species:S:1:pos:R:3:forces:R:3:lowdin_charge:R:1 method="wB97M-V/def2-TZVPD" e_tot_ha=-320.83924 mol_weight_g_mol=97.121 charge=0 de_lowest_kj_mol=115.7 smiles="C/C(CC#N)=N/N" orbital_gap_ev=9.86
H 0.348024 -1.407956 1.929468 -0.007 -0.026 0.188 0.08
H 1.787219 -1.543013 0.925647 0.169 -0.019 0.056 0.08
C 0.175961 -0.480025 0.015025 0.282 0.197 0.156 -0.38
N -1.351726 2.493945 0.785701 -0.202 0.177 -0.001 0.16
H -1.154082 1.041802 -1.585780 -0.155 -0.142 0.072 0.07
N -1.092506 0.058648 -1.833549 0.119 0.434 -0.200 0.02
H 0.365190 -2.521168 0.548860 -0.065 -0.119 0.006 0.08
H -1.926378 -0.308157 -2.269416 0.156 0.134 0.100 0.09
C -0.445570 1.824559 0.575495 -0.315 0.354 0.209 -0.25
H 1.326579 0.938019 1.172809 0.022 0.015 -0.127 0.12
C 0.663834 0.942416 0.306161 0.176 -0.568 -0.399 -0.12
H 1.210175 1.328097 -0.560394 0.081 0.013 0.072 0.13
C 0.699253 -1.556619 0.910744 -0.018 0.078 -0.073 -0.05
N -0.605975 -0.810549 -0.920768 -0.242 -0.528 -0.057 -0.01


(6)
51
Properties=species:S:1:pos:R:3:forces:R:3:lowdin_charge:R:1 method="wB97M-V/def2-TZVPD" e_tot_ha=-1775.13710 mol_weight_g_mol=369.556 charge=0 de_lowest_kj_mol=0.0 smiles="CCCCNC(=S)Nc1cc(S(=O)(=O)N2CCCCC2)ccc1C" orbital_gap_ev=8.71
H 1.570632 -5.112368 -0.383958 0.006 -0.066 -0.026 0.08
S 4.467195 0.225068 -1.484474 0.385 0.173 -0.472 0.63
N 2.570229 -1.344047 -0.659738 0.038 -0.273 -0.071 0.05
H -4.234403 -0.939553 0.532582 -0.076 -0.109 -0.164 0.12
H -3.671959 2.520607 -1.522070 0.016 0.099 0.006 0.12
C -1.150224 -2.491904 0.884014 -0.146 -0.078 0.044 -0.05
H 2.540458 3.638245 -0.731732 0.038 -0.088 -0.060 0.11
C 1.330917 -1.715451 -0.150921 -0.622 -0.057 0.338 -0.18
H 0.609097 0.293218 0.220178 0.151 0.108 -0.045 0.10
C -0.256271 -3.438741 0.406293 -0.061 0.190 -0.010 -0.02
S -1.929204 0.132029 1.331104 -0.043 0.059 0.018 0.67
C -2.155095 1.060406 -1.124819 0.359 0.523 -0.371 -0.21
C 1.818560 3.078232 -0.133214 -0.130 0.068 0.265 -0.26
H 4.282328 2.025242 0.316206 -0.036 -0.065 0.173 0.07
H 1.591673 2.158852 -0.679290 0.070 -0.035 -0.079 0.09
H -1.579695 0.297904 -1.676827 -0.013 0.051 0.024 0.13
H -1.466166 1.798299 -0.714824 0.065 0.015 -0.184 0.10
H -3.697222 -0.087836 -3.107964 -0.003 -0.031 -0.076 0.11
H 2.816476 3.643779 1.687416 -0.019 0.034 0.100 0.12
H 2.952679 -1.910104 -1.404840 0.014 0.246 0.075 0.11
C 1.940013 -4.114957 -0.604315 -0.046 0.060 0.048 -0.04
O -2.801970 -0.385354 2.340764 -0.046 -0.299 -0.207 -0.27
C -3.167137 1.717602 -2.060013 0.089 -0.285 -0.024 -0.17
N -2.850175 0.465788 -0.007843 0.432 -0.042 0.923 -0.23
C 0.979917 -3.077209 -0.108935 0.102 0.131 0.048 -0.20
O -1.149725 1.302307 1.621969 0.111 -0.102 -0.294 -0.29
C -4.859198 0.050644 -1.299486 0.263 -0.120 -0.106 -0.17
H 4.126095 1.662391 2.050373 0.034 0.004 -0.118 0.12
C 3.300848 -0.211779 -0.398996 0.332 -0.067 0.109 -0.87
C 2.437417 2.733770 1.220274 0.160 -0.187 -0.352 -0.19
C 3.583920 1.727606 1.101382 0.111 0.501 0.266 -0.21
C -0.799678 -1.159732 0.811900 -0.392 0.404 0.217 -0.26
H 2.073515 -4.033555 -1.683908 0.075 -0.058 -0.089 0.09
C 0.410442 -0.763667 0.285590 0.193 0.008 -0.154 -0.01
H -4.946712 1.160710 -3.151138 0.019 -0.050 -0.071 0.11
H -5.562107 -0.725617 -1.604776 -0.028 -0.005 0.054 0.11
H 2.914710 -3.992049 -0.133906 0.097 -0.026 -0.011 0.09
H -2.096242 -2.770471 1.317932 -0.113 -0.114 0.065 0.12
H -5.403852 0.813632 -0.742558 -0.084 -0.003 0.052 0.12
H 1.661311 2.322378 1.871898 -0.032 0.043 0.121 0.11
C -3.795009 -0.557099 -0.389019 -0.620 -0.434 0.074 -0.21
C -4.195065 0.686280 -2.518474 -0.141 0.202 0.139 -0.20
H 0.093726 4.115115 -0.925305 -0.105 0.085 -0.063 0.07
H -2.644114 2.146876 -2.915578 0.027 0.048 0.031 0.11
H -0.177715 3.329309 0.639397 -0.092 0.027 0.032 0.05
H 0.751898 4.826009 0.549011 -0.039 0.141 0.054 0.07
N 3.086739 0.415777 0.765752 -0.476 -0.395 -0.093 0.00
H 2.387254 0.038889 1.390106 0.071 -0.026 -0.071 0.14
H -0.519462 -4.485286 0.447649 -0.005 -0.107 0.014 0.12
C 0.539791 3.888080 0.040735 0.146 -0.123 -0.108 -0.11
H -3.284324 -1.382212 -0.913931 -0.037 0.029 0.029 0.13